Molecular formula: C45H103N5O9
Method: DFT, wB97M-V/def2-TZVPD

orbital gap (spin up / spin down)	6.958 / 2.369	eV
2S+1	2
ΔE to the lowest compared entry with this formula, charge and spin	63.3	kcal/mol
lowest unoccupied orbital energy (spin up / spin down)	-2.515 / -7.103	eV
total charge	+1
highest occupied orbital energy (spin up / spin down)	-9.473 / -9.473	eV

Geometry (Å):
C1 1.40 0.82 1.13
O1 2.47 1.13 0.20
C2 2.11 2.24 -0.67
C3 1.10 1.91 -1.68
N1 -0.24 2.32 -1.25
C4 -1.27 1.71 -2.21
C5 -1.20 0.14 -2.17
O2 -1.22 -0.38 -0.88
C6 -2.56 -0.50 -0.40
H1 1.71 0.05 1.83
H2 0.67 0.19 0.63
H3 1.01 1.73 1.57
H4 3.05 2.45 -1.18
H5 1.82 3.05 -0.01
H6 1.27 0.85 -1.87
H7 1.39 2.39 -2.62
H8 -0.33 1.79 -0.39
H9 -1.19 2.03 -3.25
H10 -2.29 1.97 -1.93
H11 -0.23 -0.16 -2.56
H12 -1.90 -0.42 -2.79
H13 -2.40 -0.27 0.65
H14 -3.06 -1.47 -0.41
H15 -3.31 0.18 -0.82
C7 -8.05 -1.45 2.36
C8 -8.77 -1.50 1.02
C9 -10.02 -0.70 1.13
C10 -9.87 0.84 1.02
C11 -9.09 1.22 -0.18
C12 -7.79 0.31 -0.44
N2 -8.03 -1.07 -0.16
O3 -6.89 -1.86 -0.29
C13 -7.55 0.46 -1.97
C14 -6.57 0.79 0.36
C15 -9.39 -2.96 0.81
H16 -7.08 -1.90 2.16
H17 -8.60 -2.08 3.06
H18 -7.90 -0.46 2.79
H19 -10.68 -1.03 0.33
H20 -10.53 -1.08 2.01
H21 -9.41 1.22 1.92
H22 -10.89 1.19 0.84
H23 -8.81 2.26 -0.02
H24 -9.81 1.02 -0.98
H25 -6.58 0.20 -2.39
H26 -8.29 -0.20 -2.42
H27 -7.87 1.44 -2.31
H28 -6.74 0.82 1.44
H29 -5.64 0.29 0.09
H30 -6.43 1.84 0.10
H31 -10.17 -3.04 0.05
H32 -9.93 -3.39 1.66
H33 -8.61 -3.69 0.61
H34 -7.11 -2.32 -1.10
C16 0.62 5.71 0.41
C17 -0.55 5.61 1.46
C18 -0.66 4.12 1.84
C19 0.37 3.79 2.99
C20 0.31 4.73 4.21
C21 0.44 6.20 3.75
N3 -0.49 6.48 2.61
O4 -0.37 7.77 2.28
C22 0.11 7.11 4.94
C23 1.98 6.54 3.47
C24 -1.75 5.85 0.58
H35 1.63 5.48 0.74
H36 0.77 6.75 0.12
H37 0.57 5.00 -0.42
H38 -1.63 3.75 2.17
H39 -0.22 3.55 1.02
H40 1.39 3.78 2.62
H41 0.11 2.81 3.39
H42 1.19 4.43 4.79
H43 -0.57 4.58 4.83
H44 -0.98 7.22 4.97
H45 0.59 6.85 5.88
H46 0.51 8.12 4.87
H47 2.46 5.85 2.78
H48 1.98 7.42 2.83
H49 2.53 6.83 4.37
H50 -1.90 5.15 -0.25
H51 -1.67 6.81 0.07
H52 -2.70 5.89 1.11
H53 -1.29 7.99 2.17
C25 0.68 -4.00 -4.21
C26 2.18 -3.66 -3.88
C27 2.11 -2.50 -2.77
C28 1.67 -2.97 -1.43
C29 2.64 -4.14 -1.00
C30 2.60 -5.41 -2.02
N4 2.86 -4.88 -3.38
O5 2.89 -5.87 -4.35
C31 3.77 -6.35 -1.67
C32 1.26 -6.18 -1.67
C33 2.89 -3.11 -5.05
H54 0.47 -4.83 -4.88
H55 0.17 -3.15 -4.66
H56 -0.02 -4.16 -3.38
H57 3.13 -2.19 -2.52
H58 1.46 -1.67 -3.05
H59 0.64 -3.33 -1.41
H60 1.61 -2.06 -0.84
H61 2.10 -4.43 -0.09
H62 3.64 -3.73 -0.87
H63 3.62 -6.63 -0.62
H64 3.80 -7.13 -2.43
H65 4.76 -5.91 -1.77
H66 0.86 -6.13 -0.66
H67 0.51 -5.83 -2.39
H68 1.43 -7.22 -1.97
H69 2.66 -3.78 -5.87
H70 3.97 -3.18 -4.90
H71 2.58 -2.10 -5.30
H72 3.77 -5.75 -4.70
C34 6.90 -5.13 3.00
C35 5.88 -3.90 2.59
C36 5.99 -2.88 3.77
C37 5.53 -1.47 3.39
C38 6.37 -0.89 2.31
C39 6.28 -1.75 1.10
N5 6.57 -3.15 1.47
O6 6.71 -4.02 0.33
C40 4.95 -1.62 0.35
C41 7.48 -1.29 0.20
C42 4.44 -4.40 2.35
H73 7.01 -5.88 2.22
H74 7.86 -4.75 3.35
H75 6.41 -5.60 3.85
H76 5.44 -3.05 4.70
H77 7.02 -2.77 4.10
H78 4.48 -1.52 3.09
H79 5.47 -0.80 4.25
H80 7.37 -0.72 2.70
H81 6.05 0.13 2.12
H82 4.54 -0.62 0.48
H83 4.21 -2.31 0.74
H84 5.06 -1.90 -0.70
H85 7.73 -1.90 -0.66
H86 8.43 -1.26 0.74
H87 7.23 -0.41 -0.40
H88 4.32 -5.17 1.59
H89 4.23 -5.02 3.22
H90 3.76 -3.56 2.18
H91 5.83 -4.16 -0.02
C43 0.53 5.46 -3.83
O7 0.81 6.87 -3.72
H92 1.32 4.73 -3.64
H93 -0.26 5.27 -3.10
H94 0.18 5.35 -4.86
H95 1.72 7.01 -3.98
C44 1.08 2.11 -5.82
O8 0.46 0.91 -5.54
H96 0.53 2.97 -5.43
H97 2.11 2.12 -5.47
H98 1.20 2.21 -6.90
H99 0.48 0.26 -6.25
C45 -0.31 -1.95 2.52
O9 -0.39 -2.57 3.81
H100 0.74 -2.02 2.26
H101 -0.97 -2.28 1.72
H102 -0.66 -0.92 2.53
H103 -1.31 -2.59 4.08

Molecular formula: C5H9NO
Method: DFT, wB97M-V/def2-TZVPD

orbital gap	10.734	eV
2S+1	1
ΔE to the lowest compared entry with this formula, charge and spin	60.6	kcal/mol
lowest unoccupied orbital energy	0.893	eV
structure (SMILES)	[H]/N=C1/CCCCO1
total charge	0
highest occupied orbital energy	-9.842	eV

Geometry (Å):
N1 -1.31 -0.63 1.44
C1 -0.81 -1.07 0.36
C2 -1.15 -0.33 -0.92
C3 -0.42 1.04 -0.69
C4 0.72 0.85 0.34
C5 1.39 -0.47 0.21
O1 0.34 -1.78 0.30
H1 -0.80 -1.05 2.22
H2 -0.75 -0.85 -1.79
H3 -2.22 -0.19 -1.04
H4 -1.15 1.77 -0.33
H5 0.01 1.42 -1.62
H6 1.72 1.25 0.02
H7 0.51 1.23 1.35
H8 2.20 -0.56 0.96
H9 1.73 -0.62 -0.81